Below is the ion C5H12N3 with charge +1 in a non-equilibrium geometry, with properties calculated with wB97M-V/def2-TZVPD.

Its spin multiplicity is 1. The LUMO energy comes out at -3.97 eV. The charge is +1. For the energy above the lowest of the compared OMol25 structures with the same formula, charge and spin, the calculation gives 559.38 kJ/mol. The value obtained for the maximum force is 5.139 eV/A. The structure (SMILES) is CCCCN1NC1=[NH2+]. The value obtained for the HOMO energy is -14.1 eV. The value obtained for the HOMO-LUMO gap is 0.371 Eh.

```
20
Properties=species:S:1:pos:R:3:forces:R:3
C 2.234055 -1.334975 0.190444 1.6 0.0 -4.9
C 2.176064 0.157134 0.385259 1.9 0.5 3.0
C 1.112808 0.775709 -0.457943 1.9 1.8 -2.7
C -0.222732 0.983637 0.201919 -0.5 -0.9 -2.2
N -1.006206 -0.273915 0.391838 -2.1 0.5 0.7
N -1.758892 -0.761918 -0.765660 -1.3 1.1 1.0
C -2.531469 -0.098627 0.042655 3.7 -1.9 -0.2
N -3.716992 0.223006 0.388699 -3.4 0.3 0.7
H 1.486105 -1.990599 0.531823 -1.3 -0.3 0.7
H 2.193398 -1.349164 -1.049322 0.0 -0.7 2.8
H 3.184337 -1.847947 0.338169 0.1 0.4 0.6
H 1.889380 0.406461 1.455788 0.7 -0.3 -0.9
H 3.272052 0.595816 0.250852 -2.5 -0.8 0.0
H 1.535658 1.842018 -0.799320 -1.3 -2.1 0.6
H 1.122098 0.126657 -1.393097 -0.7 1.1 0.7
H -0.760974 1.728716 -0.370340 -0.5 0.3 0.1
H -0.044257 1.262642 1.180517 0.1 1.0 2.0
H -1.478817 -0.943772 -1.695977 0.0 -0.1 -1.2
H -4.600179 0.065551 -0.176984 1.9 0.0 0.0
H -4.085445 0.433568 1.350682 1.7 0.0 -0.9
```
Forces are in eV/Å.

Here is what Mulliken gives for the atomic charges, in e:
1 C -1.080
2 C -0.211
3 C -0.372
4 C -0.705
5 N -0.071
6 N -0.121
7 C 0.425
8 N -0.336
9 H 0.299
10 H 0.181
11 H 0.339
12 H 0.208
13 H 0.275
14 H 0.243
15 H 0.278
16 H 0.324
17 H 0.407
18 H 0.288
19 H 0.314
20 H 0.314